{
  "formula": "C40H51MgN3O2PSi",
  "method": "ωB97M-V/def2-TZVPD",
  "gap_ev": 6.3,
  "e_above_lowest_kcal_mol": 8.3,
  "total_charge": 1,
  "e_lumo_ev": -3.291,
  "elements": ["Mg", "C", "O", "C", "N", "C", "C", "C", "C", "C", "C", "C", "C", "C", "C", "C", "C", "N", "C", "N", "C", "C", "O", "C", "C", "C", "C", "C", "C", "H", "H", "H", "H", "H", "H", "H", "H", "H", "H", "H", "H", "H", "H", "H", "H", "H", "H", "H", "C", "Si", "C", "C", "H", "H", "H", "H", "H", "H", "H", "H", "H", "C", "C", "C", "C", "P", "C", "C", "C", "C", "C", "C", "C", "C", "C", "C", "H", "H", "H", "H", "H", "H", "H", "H", "H", "H", "H", "H", "H", "H", "H", "H", "H", "H", "H", "H", "H", "H", "H"],
  "positions_angstrom": [[-0.840, -0.154, 0.002], [-1.665, -1.422, 4.465], [-2.146, -2.365, 3.460], [-1.674, -1.918, 2.298], [-0.852, -0.947, 2.278], [-0.617, -0.591, 3.707], [-0.663, 0.873, 4.074], [-0.494, 1.905, 3.156], [-0.469, 3.228, 3.580], [-0.618, 3.536, 4.926], [-0.797, 2.512, 5.848], [-0.819, 1.192, 5.423], [-2.210, -2.589, 1.089], [-3.090, -3.653, 1.152], [-3.614, -4.138, -0.037], [-3.266, -3.530, -1.233], [-2.373, -2.476, -1.195], [-1.832, -2.033, -0.061], [-1.969, -1.725, -2.408], [-1.093, -0.805, -2.430], [-0.966, -0.407, -3.862], [-2.151, -1.122, -4.539], [-2.597, -2.078, -3.531], [-0.900, 1.069, -4.191], [-1.052, 1.430, -5.530], [-0.940, 2.754, -5.927], [-0.662, 3.738, -4.988], [-0.509, 3.388, -3.654], [-0.630, 2.061, -3.257], [-1.261, -1.986, 5.296], [-2.505, -0.820, 4.797], [0.380, -0.960, 3.948], [-0.409, 1.690, 2.096], [-0.340, 4.022, 2.853], [-0.602, 4.569, 5.256], [-0.924, 2.740, 6.900], [-0.953, 0.401, 6.161], [-3.367, -4.066, 2.114], [-4.306, -4.973, -0.029], [-3.682, -3.848, -2.181], [-0.030, -0.848, -4.215], [-1.882, -1.676, -5.430], [-2.969, -0.441, -4.758], [-1.256, 0.666, -6.281], [-1.068, 3.017, -6.971], [-0.571, 4.775, -5.294], [-0.299, 4.153, -2.916], [-0.539, 1.805, -2.209], [-3.899, 1.351, -1.368], [-2.697, 1.572, 0.079], [-3.740, 1.211, 1.618], [-2.271, 3.404, 0.126], [-4.718, 2.081, -1.292], [-4.353, 0.347, -1.362], [-3.407, 1.501, -2.337], [-4.569, 1.930, 1.704], [-3.150, 1.272, 2.544], [-4.184, 0.205, 1.558], [-3.173, 4.002, 0.321], [-1.861, 3.726, -0.836], [-1.539, 3.638, 0.906], [2.170, 1.866, -0.769], [2.741, 0.520, -1.248], [2.221, 0.218, -2.662], [4.264, 0.627, -1.271], [2.009, -0.752, -0.079], [2.923, -0.498, 1.487], [2.240, 0.174, 2.499], [2.843, 0.474, 3.716], [4.151, 0.077, 3.946], [4.849, -0.602, 2.951], [4.247, -0.878, 1.730], [2.403, -2.503, -0.649], [3.759, -2.727, -1.316], [1.314, -2.919, -1.652], [2.263, -3.404, 0.587], [2.491, 2.659, -1.453], [2.524, 2.119, 0.234], [1.075, 1.873, -0.755], [2.330, 1.104, -3.298], [1.161, -0.053, -2.656], [2.780, -0.598, -3.130], [4.542, 1.405, -1.994], [4.744, -0.302, -1.588], [4.670, 0.921, -0.303], [1.224, 0.489, 2.318], [2.288, 1.016, 4.478], [4.632, 0.298, 4.893], [5.876, -0.910, 3.122], [4.822, -1.393, 0.973], [3.860, -2.158, -2.241], [3.841, -3.790, -1.575], [4.603, -2.490, -0.670], [1.338, -2.311, -2.562], [0.322, -2.835, -1.211], [1.469, -3.966, -1.941], [3.084, -3.274, 1.291], [2.251, -4.452, 0.264], [1.327, -3.208, 1.124]],
  "atomic_forces_ev_per_a": [[0.91, -0.31, -0.04], [-0.05, -0.18, -0.30], [0.08, 0.11, 0.29], [-0.13, -0.22, -0.10], [-0.33, 0.26, 0.05], [0.03, -0.08, -0.10], [0.00, 0.10, -0.09], [-0.13, 0.03, 0.09], [-0.01, 0.00, 0.06], [0.02, -0.02, -0.02], [-0.02, 0.06, 0.01], [0.03, -0.06, 0.10], [0.21, 0.22, 0.12], [-0.12, -0.10, 0.13], [-0.07, -0.11, 0.01], [-0.13, -0.10, -0.14], [0.20, 0.24, -0.13], [-0.25, -0.01, 0.05], [-0.18, -0.22, 0.06], [-0.24, 0.34, -0.04], [-0.05, -0.06, 0.07], [0.05, -0.14, 0.27], [0.13, 0.18, -0.27], [0.01, 0.03, 0.04], [-0.01, -0.07, -0.09], [-0.01, -0.03, -0.03], [0.02, 0.04, 0.03], [-0.03, -0.02, -0.02], [-0.12, -0.05, 0.00], [0.01, -0.13, 0.05], [-0.16, 0.02, -0.03], [0.12, -0.04, -0.01], [-0.04, 0.01, 0.04], [-0.01, -0.05, 0.06], [0.00, -0.09, -0.04], [0.02, -0.02, -0.09], [0.04, 0.16, -0.12], [0.03, 0.03, -0.11], [0.06, 0.08, 0.00], [0.04, 0.01, 0.10], [0.08, -0.10, 0.00], [0.00, -0.08, -0.04], [-0.14, 0.03, 0.06], [0.05, 0.15, 0.12], [0.02, -0.03, 0.09], [-0.01, -0.11, 0.04], [-0.02, -0.04, 0.00], [-0.01, -0.01, -0.01], [-0.18, -0.07, -0.15], [-0.05, 0.06, 0.01], [-0.13, -0.05, 0.26], [-0.08, 0.28, 0.05], [0.13, -0.16, -0.04], [0.10, 0.21, -0.03], [-0.08, -0.02, 0.11], [0.13, -0.15, 0.00], [-0.16, -0.01, -0.19], [0.07, 0.17, 0.06], [0.19, -0.08, -0.05], [0.01, 0.02, 0.06], [-0.09, 0.01, -0.12], [0.05, 0.04, -0.04], [-0.10, -0.01, -0.03], [0.00, 0.03, -0.04], [0.11, -0.01, -0.13], [-0.13, 0.06, -0.10], [-0.02, 0.09, 0.05], [0.16, 0.10, -0.10], [-0.04, -0.01, -0.05], [0.04, -0.04, -0.02], [0.00, 0.00, -0.06], [0.03, -0.03, 0.08], [-0.15, 0.03, -0.02], [0.09, -0.16, 0.01], [0.08, -0.01, -0.12], [-0.03, -0.09, -0.01], [-0.01, -0.07, 0.07], [-0.02, -0.03, -0.05], [0.04, 0.00, 0.01], [0.03, -0.08, 0.09], [0.24, 0.12, 0.08], [-0.08, 0.11, 0.06], [-0.01, -0.10, 0.10], [-0.05, 0.17, 0.07], [-0.03, -0.03, 0.01], [0.13, -0.04, 0.01], [0.04, -0.05, -0.10], [-0.04, -0.02, -0.08], [-0.10, 0.03, -0.01], [-0.02, 0.04, 0.02], [-0.01, -0.07, 0.07], [0.01, 0.10, 0.02], [-0.04, 0.00, -0.03], [-0.02, -0.12, 0.14], [0.02, -0.02, 0.02], [0.02, 0.13, 0.04], [-0.02, 0.01, -0.02], [0.01, 0.12, 0.05], [0.05, -0.01, -0.06]]
}

{
  "formula": "C40H52CdN4P2S",
  "method": "ωB97M-V/def2-TZVPD",
  "gap_ev": 5.1,
  "total_charge": 0,
  "e_lumo_ev": -1.455,
  "elements": ["Cd", "C", "C", "C", "P", "C", "C", "C", "C", "C", "C", "C", "C", "C", "C", "N", "C", "C", "C", "C", "C", "C", "C", "P", "C", "C", "C", "C", "C", "C", "H", "H", "H", "H", "H", "H", "H", "H", "H", "H", "H", "H", "H", "H", "H", "H", "H", "H", "H", "H", "H", "H", "H", "H", "H", "H", "H", "H", "H", "H", "H", "H", "H", "H", "H", "H", "H", "H", "H", "H", "C", "C", "C", "C", "C", "C", "C", "C", "N", "H", "H", "H", "H", "H", "H", "N", "C", "S", "C", "C", "C", "N", "C", "C", "H", "H", "H", "H", "H", "H"],
  "positions_angstrom": [[0.527, -0.702, -0.025], [2.798, -0.485, -3.504], [3.696, -0.662, -2.266], [3.927, -2.145, -2.063], [2.929, 0.068, -0.773], [4.151, 0.299, 0.638], [5.627, 0.187, 0.131], [3.847, 1.633, 1.362], [2.543, 1.755, -1.358], [3.487, 2.473, -2.088], [3.156, 3.768, -2.570], [4.120, 4.378, -3.517], [1.887, 4.315, -2.368], [0.977, 3.647, -1.605], [1.279, 2.376, -1.062], [0.344, 1.737, -0.270], [-0.840, 2.274, 0.200], [-0.919, 3.547, 0.870], [-2.094, 4.098, 1.317], [-3.310, 3.484, 0.895], [-4.697, 4.023, 1.134], [-3.301, 2.265, 0.203], [-2.085, 1.584, -0.076], [-1.884, -0.109, -0.608], [-3.310, -1.055, 0.176], [-3.363, -0.613, 1.657], [-4.650, -1.148, -0.478], [-2.364, -0.073, -2.489], [-2.201, -1.592, -2.956], [-1.512, 0.974, -3.270], [3.396, -0.876, -4.336], [2.522, 0.583, -3.701], [1.834, -1.026, -3.401], [4.659, -0.215, -2.540], [3.019, -2.759, -2.334], [4.252, -2.397, -1.040], [4.734, -2.463, -2.716], [3.914, -0.571, 1.269], [5.802, 0.984, -0.590], [5.745, -0.762, -0.289], [6.307, 0.252, 0.976], [3.828, 2.517, 0.716], [4.683, 1.882, 2.048], [2.917, 1.529, 1.932], [4.471, 2.091, -2.375], [4.431, 5.426, -3.214], [3.675, 4.392, -4.557], [5.034, 3.751, -3.620], [1.705, 5.351, -2.739], [0.057, 4.066, -1.320], [0.075, 3.975, 1.094], [-2.092, 4.950, 1.947], [-4.750, 5.035, 1.526], [-5.289, 3.272, 1.711], [-5.226, 4.025, 0.139], [-4.241, 1.812, -0.157], [-2.859, -2.137, 0.282], [-3.830, 0.387, 1.726], [-2.367, -0.523, 2.105], [-3.950, -1.439, 2.194], [-4.928, -0.196, -0.912], [-5.467, -1.300, 0.237], [-4.809, -1.859, -1.314], [-3.465, 0.188, -2.500], [-1.135, -1.795, -2.870], [-2.461, -1.583, -4.045], [-2.847, -2.177, -2.308], [-0.446, 0.732, -3.232], [-1.581, 1.980, -2.890], [-1.676, 0.967, -4.347], [0.945, -2.971, 0.122], [-0.207, -3.865, -0.187], [-1.083, -4.285, 0.799], [-2.158, -5.084, 0.508], [-2.402, -5.466, -0.836], [-1.529, -4.970, -1.858], [-0.366, -4.251, -1.511], [-3.348, -6.511, -1.024], [-4.054, -7.439, -1.208], [1.718, -3.129, -0.622], [1.288, -3.098, 1.121], [-0.969, -3.944, 1.819], [-2.804, -5.479, 1.322], [-1.695, -5.056, -2.926], [0.358, -3.925, -2.234], [-1.151, 0.750, 7.117], [-1.244, -0.541, 6.488], [-2.011, -1.812, 7.251], [-0.615, -0.565, 5.209], [-0.501, 0.509, 4.324], [0.091, 0.343, 3.089], [0.566, -0.800, 2.597], [0.509, -1.862, 3.519], [-0.146, -1.829, 4.727], [-1.274, 0.605, 8.138], [-0.225, 1.172, 7.020], [-0.921, 1.514, 4.508], [0.005, 1.115, 2.333], [1.042, -2.791, 3.258], [-0.228, -2.707, 5.348]],
  "atomic_forces_ev_per_a": [[0.42, -0.69, 0.17], [-0.45, 0.84, 0.09], [-0.09, 0.02, -0.41], [-0.27, -1.13, 0.17], [-0.74, 1.38, -0.17], [0.49, 0.07, -0.80], [-1.57, 1.33, 1.15], [0.77, -0.30, 0.46], [-0.19, 0.04, 0.38], [-1.18, 1.62, -0.41], [0.64, -1.59, -0.29], [0.81, 1.04, -1.18], [0.84, 0.98, 0.02], [0.87, -0.82, 0.14], [-0.60, -0.45, 0.84], [0.51, -0.93, 0.38], [-0.96, 0.88, -1.02], [1.53, -1.30, 0.08], [-1.19, -1.64, -1.28], [-0.08, -0.27, -0.06], [-0.92, -0.68, -0.99], [1.40, -0.29, -0.03], [0.63, 1.62, 0.89], [-1.87, -0.02, -1.87], [2.45, -2.35, 1.09], [-1.15, -0.73, 0.10], [-1.43, 0.51, -0.78], [-0.08, -0.45, 0.79], [-0.08, 2.96, -0.81], [0.35, -1.25, 0.12], [-0.51, 0.00, -0.13], [0.46, -0.88, 0.10], [0.60, 0.03, -0.08], [-0.10, 0.23, 0.42], [0.90, 0.67, 0.48], [-0.27, -0.01, -0.29], [0.11, -0.23, -0.21], [0.25, 0.40, 0.19], [0.31, -0.09, 0.00], [0.45, -1.39, -0.97], [0.15, 0.26, 0.06], [-0.38, -0.44, -0.21], [-0.46, -0.49, 0.04], [0.14, 0.33, -0.13], [-0.36, -0.13, 0.28], [-0.32, -1.09, -0.53], [0.46, 0.33, 1.01], [-0.48, 0.54, 0.23], [-0.06, -1.00, 0.19], [-1.04, 0.59, -0.01], [-0.73, 0.05, 0.00], [-0.11, 0.82, 0.30], [0.00, -0.11, 0.32], [0.39, 0.91, 0.07], [0.45, 0.26, 0.84], [0.42, 0.34, 0.44], [-0.74, 1.78, -0.57], [-0.05, -0.66, 0.32], [-0.10, -0.18, -0.09], [0.71, 1.49, -0.38], [-0.03, 0.48, -0.21], [0.33, -0.39, 0.15], [0.56, 0.10, 0.64], [1.19, -0.10, -0.09], [-0.05, -0.58, 0.14], [-0.06, -0.58, 0.92], [0.25, -0.52, -0.40], [0.10, -0.20, 0.43], [-0.35, 0.31, 0.19], [-0.65, 0.03, -0.03], [-1.30, -0.12, -0.92], [2.21, 1.29, 0.29], [-0.79, 0.08, 0.46], [-0.44, -0.72, -0.28], [1.05, 0.67, 0.21], [0.74, 0.32, 0.58], [-2.46, -0.91, 0.25], [-2.14, -2.62, -1.31], [1.83, 2.64, 0.62], [0.30, 0.01, 0.17], [0.53, -0.11, 0.76], [0.25, 0.03, 0.09], [0.47, 0.33, -0.76], [-0.36, -0.72, 0.17], [-0.02, 0.06, -0.39], [0.49, -2.05, 0.97], [-0.98, 1.49, 3.12], [0.63, 1.14, -0.89], [0.51, -1.59, -2.74], [-0.42, 0.81, 1.13], [-0.48, -0.65, -1.58], [0.05, -1.32, 2.68], [0.48, 0.41, -1.65], [0.33, 1.65, 0.06], [-0.41, 0.31, -0.95], [-0.36, 0.00, -0.51], [0.23, -0.76, 0.28], [0.27, 0.46, 0.25], [-0.52, 0.57, -0.29], [0.07, -0.03, 0.02]]
}